Entry 1:
{"formula": "C26H36ClLaN3O2", "method": "wB97M-V/def2-TZVPD", "total_charge": -1, "spin_multiplicity": 1, "e_lumo_ev": [2.126, 2.347], "energy_ha": -1818.574842, "elements": ["La", "Cl", "N", "N", "C", "C", "C", "C", "C", "C", "H", "H", "H", "H", "H", "H", "C", "C", "C", "C", "H", "H", "H", "H", "H", "H", "O", "H", "H", "O", "H", "H", "C", "C", "C", "H", "H", "C", "C", "H", "C", "C", "C", "C", "H", "C", "H", "H", "H", "H", "H", "H", "H", "H", "C", "C", "C", "C", "C", "C", "N", "H", "H", "H", "H", "H", "H", "H", "H"], "positions_angstrom": [[-0.027, -0.169, -0.470], [-1.633, 0.080, 1.274], [0.053, 1.872, -0.546], [-0.066, -2.208, -0.281], [-0.848, 2.652, -1.012], [-0.820, -3.035, -0.901], [1.075, 2.693, 0.164], [0.314, 4.018, 0.315], [2.293, 2.840, -0.735], [1.435, 2.068, 1.495], [2.000, 2.878, -1.783], [2.958, 1.992, -0.609], [2.827, 3.759, -0.491], [0.619, 2.159, 2.207], [2.328, 2.541, 1.903], [1.650, 1.009, 1.361], [0.784, -2.968, 0.683], [0.586, -4.402, 0.170], [0.214, -2.793, 2.083], [2.230, -2.528, 0.619], [2.601, -2.531, -0.401], [2.844, -3.187, 1.234], [2.337, -1.515, 0.999], [-0.833, -3.087, 2.122], [0.270, -1.755, 2.393], [0.777, -3.405, 2.787], [-0.615, -4.343, -0.647], [0.422, -5.128, 0.960], [1.404, -4.730, -0.472], [-0.732, 3.957, -0.697], [0.922, 4.895, 0.116], [-0.173, 4.110, 1.285], [-2.013, 2.252, -1.847], [-1.936, -2.708, -1.834], [-1.684, -1.446, -2.605], [-2.837, -2.602, -1.225], [-2.095, -3.565, -2.483], [-2.048, -0.230, -2.017], [-1.733, 0.995, -2.615], [-2.671, -0.237, -1.134], [-1.054, 1.006, -3.831], [-0.731, -0.215, -4.415], [-0.604, 2.284, -4.466], [-1.002, -1.443, -3.819], [-0.182, -0.209, -5.347], [-0.486, -2.705, -4.435], [-0.068, -2.516, -5.420], [-1.260, -3.465, -4.543], [0.308, -3.131, -3.821], [-1.408, 3.017, -4.539], [-0.223, 2.111, -5.468], [0.199, 2.743, -3.887], [-2.273, 3.089, -2.491], [-2.855, 2.103, -1.168], [2.366, -0.615, 3.324], [0.996, -0.004, 3.575], [0.745, 0.364, 4.878], [-0.454, 0.960, 4.915], [-0.939, 0.983, 3.633], [-2.229, 1.784, 3.452], [-0.085, 0.295, 2.702], [2.325, -1.690, 3.111], [2.979, -0.587, 4.250], [2.973, -0.062, 2.585], [1.402, 0.237, 5.730], [-0.909, 1.399, 5.794], [-3.044, 1.292, 4.026], [-2.074, 2.797, 3.878], [-2.591, 1.981, 2.429]]}

***

Entry 2:
{"formula": "C3H11NO", "method": "wB97M-V/def2-TZVPD", "total_charge": -1, "spin_multiplicity": 2, "e_lumo_ev": [3.942, 3.779], "energy_ha": -250.786062, "elements": ["C", "C", "N", "C", "H", "H", "H", "H", "H", "H", "H", "H", "H", "H", "H", "O"], "positions_angstrom": [[-0.850, -1.660, -1.290], [-0.969, -0.369, -0.545], [-0.656, -0.495, 0.879], [-0.382, 0.848, 1.412], [-1.563, -1.477, -2.181], [-1.345, -2.558, -0.828], [0.042, -1.914, -1.801], [-1.908, 0.243, -0.602], [-0.200, 0.301, -1.060], [0.130, -1.035, 1.139], [-1.002, 1.703, 0.796], [-0.821, 0.843, 2.397], [0.590, 1.182, 1.380], [2.709, 0.971, 0.710], [3.228, 2.153, -0.263], [2.996, 1.264, -0.145]]}

***

Entry 3:
{"formula": "C12H33BrCoN3O3", "method": "wB97M-V/def2-TZVPD", "spin_multiplicity": 5, "e_lumo_ev": [0.264, -0.917], "energy_ha": -4823.584320, "elements": ["Co", "Br", "C", "C", "C", "O", "C", "N", "H", "H", "H", "H", "H", "H", "H", "H", "H", "H", "H", "C", "C", "C", "O", "C", "N", "H", "H", "H", "H", "H", "H", "H", "H", "H", "H", "H", "C", "C", "C", "O", "C", "N", "H", "H", "H", "H", "H", "H", "H", "H", "H", "H", "H"], "positions_angstrom": [[1.098, 2.631, 0.651], [0.284, 0.455, -0.598], [-2.778, 0.841, -4.433], [-3.217, 0.076, -3.064], [-2.301, -1.145, -2.685], [-2.226, -2.242, -3.619], [-3.346, -3.038, -3.774], [-3.094, 1.151, -2.045], [-1.693, 0.938, -4.434], [-3.147, 1.864, -4.506], [-3.081, 0.370, -5.368], [-4.244, -0.287, -3.089], [-2.418, -1.488, -1.657], [-1.242, -0.885, -2.669], [-4.205, -2.866, -3.126], [-2.986, -4.067, -3.749], [-3.575, -3.082, -4.839], [-3.814, 1.017, -1.350], [-2.150, 1.062, -1.698], [4.172, 5.155, 2.507], [3.520, 4.180, 1.444], [4.065, 2.764, 1.718], [3.320, 1.978, 0.758], [3.808, 0.665, 0.670], [2.068, 4.204, 1.613], [5.259, 5.217, 2.448], [3.897, 4.757, 3.483], [3.665, 6.120, 2.510], [3.681, 4.649, 0.474], [3.745, 2.393, 2.691], [5.117, 2.720, 1.437], [3.540, 0.117, 1.574], [4.803, 0.446, 0.284], [3.167, 0.233, -0.098], [2.010, 4.332, 2.613], [1.632, 5.059, 1.298], [-1.015, -1.352, 3.465], [-0.231, -2.562, 2.719], [-1.165, -3.010, 1.549], [-0.677, -4.182, 0.898], [-1.367, -4.352, -0.353], [0.961, -2.047, 2.173], [-0.654, -1.286, 4.491], [-2.089, -1.486, 3.595], [-0.892, -0.369, 3.009], [-0.170, -3.464, 3.328], [-1.152, -2.076, 0.986], [-2.212, -3.100, 1.838], [-0.994, -5.270, -0.807], [-1.120, -3.604, -1.106], [-2.452, -4.401, -0.262], [0.712, -1.157, 1.765], [1.181, -2.572, 1.338]]}